Here is C21H16FN3O5 in the gas phase in a non-equilibrium geometry from the Open Molecules 2025 dataset. Energies are from ωB97M-V/def2-TZVPD.

Calculated values
- net charge = 0
- structure (SMILES) = CC(=O)c1cc2c(cc1NC(=O)Cn1nc(-c3ccc(F)cc3)ccc1=O)OCO2
- energy (eV) = -39444.6039

Last columns: bonded neighbours and bond lengths (Å).
Cartesian coordinates (Å):
1 C -1.656 -0.308 3.346  C2 1.612, H44 1.231, H45 0.916, H46 0.943
2 C -1.263 -0.003 1.812  C1 1.612, O3 1.283, C4 1.557
3 O -0.180 0.609 1.498  C2 1.283
4 C -2.391 -0.349 0.797  C2 1.557, C5 1.490, C9 1.498
5 C -3.551 -1.245 1.064  C4 1.490, C6 1.278, H43 1.235
6 C -4.579 -1.448 0.333  C5 1.278, C7 1.278, O40 1.332
7 C -4.495 -1.055 -0.881  C6 1.278, C8 1.610, O38 1.192
8 C -3.352 -0.173 -1.591  C7 1.610, C9 1.400, H37 1.124
9 C -2.391 0.136 -0.621  C4 1.498, C8 1.400, N10 1.401
10 N -1.196 0.813 -0.898  C9 1.401, C11 1.440, H36 1.123
11 C -0.995 1.643 -2.057  N10 1.440, O12 1.346, C13 1.436
12 O -1.673 1.444 -3.204  C11 1.346
13 C 0.353 2.127 -2.138  C11 1.436, N14 1.552, H34 0.984, H35 1.230
14 N 1.198 2.195 -0.838  C13 1.552, N15 1.399, C19 1.322
15 N 2.046 1.115 -1.108  N14 1.399, C16 1.477
16 C 2.780 0.817 0.139  N15 1.477, C17 1.299, C23 1.419
17 C 2.833 1.447 1.274  C16 1.299, C18 1.483, H22 1.052
18 C 1.870 2.566 1.405  C17 1.483, C19 1.520, H21 0.977
19 C 1.101 3.032 0.180  N14 1.322, C18 1.520, O20 1.287
20 O 0.116 3.843 0.352  C19 1.287
21 H 1.781 3.229 2.117  C18 0.977
22 H 3.363 1.485 2.182  C17 1.052
23 C 3.798 -0.131 -0.139  C16 1.419, C24 1.290, C28 1.321
24 C 4.119 -0.535 -1.321  C23 1.290, C25 1.467, H33 1.164
25 C 5.082 -1.432 -1.969  C24 1.467, C26 1.672, H32 1.035
26 C 5.692 -2.264 -0.654  C25 1.672, C27 1.382, F31 1.244
27 C 5.254 -2.169 0.653  C26 1.382, C28 1.637, H30 1.080
28 C 4.377 -0.799 0.842  C23 1.321, C27 1.637, H29 1.229
29 H 3.957 -0.775 1.997  C28 1.229
30 H 5.697 -2.585 1.546  C27 1.080
31 F 6.506 -3.168 -0.910  C26 1.244
32 H 5.357 -1.895 -2.853  C25 1.035
33 H 3.788 0.006 -2.298  C24 1.164
34 H 0.882 1.988 -2.956  C13 0.984
35 H -0.034 3.287 -2.010  C13 1.230
36 H -0.548 1.196 -0.064  N10 1.123
37 H -3.209 0.150 -2.658  C8 1.124
38 O -5.480 -1.336 -1.492  C7 1.192, C39 1.266
39 C -6.310 -2.033 -0.838  O38 1.266, O40 1.448, H41 1.177, H42 1.254
40 O -5.801 -1.946 0.516  C6 1.332, C39 1.448
41 H -6.325 -3.190 -1.048  C39 1.177
42 H -7.422 -1.529 -0.555  C39 1.254
43 H -3.795 -1.463 2.255  C5 1.235
44 H -1.817 -1.525 3.437  C1 1.231
45 H -1.000 0.146 3.797  C1 0.916
46 H -2.488 0.082 3.559  C1 0.943